[1]
C9H10CoF6N7O5S2 | ωB97M-V/def2-TZVPD

Summary:
E (hartree): -3886.10175
M (g mol⁻¹): 533.28
Energy relative to the best compared isomer or geometry (same formula, charge and spin) (eV): 0.1507
Orbital gap (alpha / beta) (eV): 7.525 / 7.526

ORCA input file:
```
! RIJCOSX wB97M-V def2-TZVPD def2/J DEFGRID3
* xyz 2 1
Co -0.33 -0.06 0.19
F -0.45 2.19 3.69
C 2.53 -1.74 -2.13
N 1.30 -0.31 -0.71
S -0.24 -1.66 2.85
F -2.26 -3.27 3.26
H 0.19 -3.10 -0.90
F -1.75 -3.03 1.17
H 4.59 -1.20 -2.43
O 0.36 -1.18 1.55
N -0.89 1.35 -0.96
H -1.75 -1.83 -0.80
C 3.58 0.16 -1.11
H 0.69 4.17 -2.84
C 1.37 -1.40 -1.49
S -2.05 0.41 2.55
O -2.00 0.08 1.08
C -2.11 1.77 -1.29
H -0.92 4.75 -3.06
N -2.05 2.92 -1.94
N -1.26 -0.61 3.41
H 2.57 -2.62 -2.76
C 2.38 0.46 -0.51
H 4.44 0.80 -0.94
N -0.75 3.15 -1.96
C -0.96 1.90 2.53
C 3.66 -0.95 -1.94
F 0.09 1.57 1.67
O 0.73 -2.07 3.78
H -3.04 1.26 -1.07
N -0.01 2.25 -1.40
F -0.48 -4.22 2.46
C 0.11 -2.21 -1.53
H 2.25 1.32 0.14
H -0.17 -2.50 -2.55
F -1.59 2.92 2.00
C -1.26 -3.17 2.42
N -0.24 4.30 -2.46
O -0.94 -1.34 -1.01
O -3.33 0.75 3.03
*
```

[2]
C22H9F4N4O8Ru | ωB97M-V/def2-TZVPD

Summary:
E (hartree): -2159.07464
M (g mol⁻¹): 634.40
Energy relative to the best compared isomer or geometry (same formula, charge and spin) (eV): 0.2642
Orbital gap (alpha / beta) (eV): 5.551 / 4.221

ORCA input file:
```
! RIJCOSX wB97M-V def2-TZVPD def2/J DEFGRID3
* xyz -2 2
N 0.68 0.95 -0.18
N -4.69 1.74 -7.94
O 1.85 -1.76 1.32
O -0.31 1.34 2.45
N -5.28 -1.75 -5.64
C -3.81 0.34 -5.97
C -2.16 -0.16 -4.15
C -1.54 -1.28 4.13
C -0.65 -1.00 0.76
C -0.93 2.24 -4.44
C -1.09 0.18 -3.36
O 0.76 -0.77 3.47
H -1.38 -0.57 0.07
C -0.42 1.40 -3.46
C 0.72 1.30 -1.30
F -2.70 -1.38 -3.96
H 0.35 -1.04 6.11
C -0.39 -0.30 4.23
C 3.09 -1.54 1.72
C 0.06 -0.09 5.67
C 0.71 1.76 -2.58
C -4.26 1.14 -7.05
H -2.39 -0.89 4.67
H 0.90 0.60 5.70
F -0.38 3.46 -4.61
Ru 0.77 -0.07 1.44
C 5.32 -1.72 2.44
H -0.73 -2.08 0.86
C -0.81 1.05 3.60
C -1.99 1.90 -5.25
O -1.61 1.74 4.21
H -1.25 -2.24 4.57
C 1.78 2.59 -3.01
F -0.66 -0.74 -2.47
F -2.39 2.82 -6.14
H -1.83 -1.44 3.09
H -0.76 0.35 6.24
O 6.39 -2.16 2.77
O 5.64 0.69 2.70
H 0.76 -1.73 3.37
C -4.59 -0.83 -5.77
C -2.69 0.68 -5.15
C 4.93 -0.24 2.40
N 2.64 3.26 -3.36
O 2.74 0.76 1.80
C 4.10 -2.53 2.03
O 4.02 -3.75 2.01
C 3.52 -0.23 1.96
*
```